[1]
71
Properties=species:S:1:pos:R:3:mulliken_charge:R:1 method="wB97M-V/def2-TZVPD" e_homo_ev="-16.032 / -16.032" spin_multiplicity=1 energy_ha=-2066.06185 charge=+3 lumo_energy_ev="-11.189 / -11.187" gap_ev="4.8 / 4.8"
Pt 0.130 0.333 0.265 2.97
N 0.052 2.554 0.937 -0.31
C 0.147 3.618 0.024 0.35
C 0.812 4.779 0.399 -0.75
C 0.698 5.914 -0.378 -0.74
C -0.042 5.888 -1.569 -0.81
C -0.617 4.716 -1.995 -1.17
C -0.522 3.526 -1.230 0.94
C -0.957 2.282 -1.825 0.36
C -1.968 2.284 -2.825 -0.72
C -2.124 1.216 -3.662 -1.08
C -1.234 0.133 -3.572 -0.73
C -0.290 0.083 -2.564 -1.01
C -0.227 1.073 -1.575 1.15
H 0.568 2.732 1.794 0.21
H -0.922 2.337 1.141 0.40
H 1.361 4.812 1.332 0.47
H 1.158 6.836 -0.048 0.45
H -0.137 6.785 -2.164 0.45
H -1.105 4.687 -2.957 0.49
H -2.597 3.156 -2.934 0.66
H -2.873 1.235 -4.442 0.49
H -1.290 -0.666 -4.300 0.49
H 0.413 -0.742 -2.536 0.74
O -0.811 -1.750 -0.324 -0.48
C -0.938 -2.810 0.644 -0.71
C 0.370 -3.558 0.842 -0.85
C 1.500 -2.562 1.141 1.39
C 1.201 -1.753 2.362 0.45
C 1.389 -2.301 3.624 -0.94
C 1.104 -1.561 4.754 -0.54
C 0.614 -0.272 4.595 -1.06
C 0.433 0.203 3.315 -0.24
N 0.714 -0.510 2.210 0.02
H -0.588 -2.124 -1.187 0.29
H -1.744 -3.480 0.340 0.44
H -1.249 -2.312 1.563 0.36
H 0.623 -4.129 -0.056 0.44
H 0.237 -4.275 1.653 0.45
H 1.588 -1.880 0.296 -2.17
H 2.452 -3.077 1.271 0.81
H 1.780 -3.307 3.706 0.57
H 1.268 -1.973 5.740 0.47
H 0.382 0.356 5.443 0.51
H 0.034 1.196 3.162 0.39
N -1.902 0.487 1.085 -0.79
C -2.964 0.134 1.373 0.61
C -4.271 -0.248 1.741 0.09
C -4.537 -0.583 3.076 -0.44
C -5.839 -0.858 3.447 -0.73
C -6.859 -0.797 2.502 -0.33
C -6.586 -0.493 1.172 -0.73
C -5.290 -0.214 0.779 -0.47
H -3.737 -0.621 3.803 0.49
H -6.065 -1.111 4.474 0.43
H -7.879 -0.985 2.806 0.43
H -7.385 -0.467 0.445 0.43
H -5.064 0.029 -0.249 0.52
C 4.708 1.807 -1.933 -0.83
N 4.238 0.426 -2.020 0.12
C 4.752 -0.530 -2.868 -0.23
C 4.070 -1.678 -2.648 -0.51
N 3.151 -1.397 -1.663 0.29
C 3.258 -0.111 -1.284 0.17
S 2.391 0.766 -0.061 -0.39
H 5.653 1.879 -2.462 0.34
H 4.854 2.081 -0.891 0.36
H 3.980 2.474 -2.391 0.33
H 5.552 -0.313 -3.553 0.47
H 4.173 -2.652 -3.090 0.49
H 2.524 -2.061 -1.244 0.02

[2]
77
Properties=species:S:1:pos:R:3:mulliken_charge:R:1 method="wB97M-V/def2-TZVPD" e_homo_ev=-14.715 spin_multiplicity=1 energy_ha=-2592.61382 charge=+2 lumo_energy_ev=-6.748 gap_ev=8.0
Sn -0.787 0.856 0.949 1.49
C 3.551 2.537 0.848 -1.38
C 2.413 1.774 1.109 -0.39
N 1.250 1.980 0.508 0.59
C 1.169 2.995 -0.387 0.23
C 2.261 3.803 -0.726 0.81
C 3.481 3.548 -0.076 -0.83
C 2.103 4.839 -1.706 -0.96
C 0.915 5.038 -2.314 -0.96
C -0.221 4.226 -1.985 0.92
C -1.480 4.376 -2.596 -0.74
C -2.512 3.551 -2.232 -0.99
C -2.304 2.588 -1.239 -0.57
N -1.127 2.443 -0.641 0.47
C -0.095 3.228 -1.018 -0.06
H 4.468 2.315 1.375 0.50
H 2.455 0.975 1.832 0.72
H 4.349 4.153 -0.305 0.48
H 2.960 5.453 -1.949 0.47
H 0.798 5.815 -3.058 0.48
H -1.622 5.139 -3.352 0.48
H -3.489 3.633 -2.686 0.48
H -3.096 1.935 -0.904 0.73
O 3.008 -5.655 -0.986 -0.48
C 1.806 -5.350 -0.476 0.40
O 0.850 -6.028 -0.720 -0.51
C 1.671 -4.088 0.339 1.27
C 0.527 -3.978 1.124 -1.02
C 0.240 -2.807 1.804 -0.65
C 1.099 -1.725 1.664 -0.58
C 2.264 -1.827 0.917 -0.70
C 2.559 -3.020 0.276 -0.66
N 0.698 -0.448 2.180 0.63
C 0.634 -0.191 3.419 -0.21
C 0.033 1.081 3.861 0.77
C 0.029 1.452 5.186 -0.99
C -0.609 2.637 5.549 -0.41
C -1.222 3.395 4.573 -0.97
C -1.184 2.956 3.255 -0.22
N -0.556 1.838 2.913 0.24
H 3.723 -5.144 -0.590 0.34
H -0.147 -4.824 1.172 0.52
H -0.675 -2.707 2.374 0.49
H 2.933 -0.982 0.821 0.41
H 3.465 -3.062 -0.318 0.25
H 0.986 -0.892 4.174 0.51
H 0.499 0.818 5.927 0.53
H -0.638 2.947 6.585 0.47
H -1.751 4.306 4.815 0.47
H -1.699 3.490 2.467 0.60
O -3.780 -0.877 0.756 -0.67
S -3.284 -0.028 1.811 1.15
O -4.110 0.261 2.929 -0.67
O -2.781 1.315 1.141 -0.77
O -1.882 -0.534 2.219 -0.58
C -0.370 -2.950 -4.300 -1.31
C 0.192 -3.131 -2.900 -0.71
N -0.598 -2.445 -1.860 0.93
C -1.806 -3.150 -1.378 -0.98
C -3.096 -2.649 -2.012 -1.07
C -0.279 -1.250 -1.402 1.07
C 0.912 -0.533 -1.961 -1.36
N -1.001 -0.658 -0.460 0.74
H 0.284 -3.437 -5.022 0.44
H -0.447 -1.895 -4.565 0.26
H -1.357 -3.400 -4.394 0.32
H 1.222 -2.786 -2.845 0.46
H 0.207 -4.186 -2.625 0.23
H -1.842 -3.067 -0.290 0.40
H -1.652 -4.205 -1.598 0.47
H -3.256 -1.585 -1.839 0.18
H -3.939 -3.170 -1.562 0.45
H -3.106 -2.837 -3.084 0.31
H 1.829 -1.084 -1.758 0.26
H 0.996 0.457 -1.521 -0.24
H 0.818 -0.423 -3.041 0.58
H -1.857 -1.145 -0.187 -0.31

[3]
77
Properties=species:S:1:pos:R:3:mulliken_charge:R:1 method="wB97M-V/def2-TZVPD" e_homo_ev=-14.518 spin_multiplicity=1 energy_ha=-2592.60440 charge=+2 lumo_energy_ev=-6.915 gap_ev=7.6
Sn -0.181 -0.231 -0.131 1.44
C 4.076 -0.026 1.744 -1.31
C 2.723 -0.271 1.506 -0.45
N 2.081 0.168 0.433 0.75
C 2.774 0.911 -0.466 -0.05
C 4.138 1.195 -0.317 0.97
C 4.790 0.702 0.827 -0.86
C 4.825 1.961 -1.315 -0.99
C 4.170 2.412 -2.404 -1.01
C 2.773 2.145 -2.578 0.93
C 2.050 2.599 -3.699 -0.75
C 0.716 2.310 -3.802 -1.06
C 0.094 1.578 -2.785 -0.57
N 0.752 1.151 -1.714 0.54
C 2.077 1.411 -1.614 -0.13
H 4.534 -0.417 2.641 0.52
H 2.159 -0.851 2.219 0.69
H 5.843 0.904 0.973 0.48
H 5.878 2.166 -1.174 0.47
H 4.685 2.987 -3.163 0.47
H 2.557 3.170 -4.466 0.48
H 0.129 2.634 -4.648 0.48
H -0.957 1.331 -2.826 0.79
O 0.252 -7.573 2.384 -0.45
C -0.345 -6.677 3.193 0.43
O -0.888 -7.010 4.200 -0.49
C -0.268 -5.228 2.784 0.45
C -1.311 -4.397 3.176 -1.39
C -1.269 -3.044 2.896 -0.44
C -0.156 -2.515 2.252 0.36
C 0.876 -3.340 1.825 -0.05
C 0.821 -4.698 2.099 -1.11
N -0.096 -1.114 1.995 0.34
C -0.468 -0.290 2.888 -0.41
C -0.655 1.128 2.550 0.68
C -0.989 2.066 3.504 -1.05
C -1.228 3.375 3.095 -0.38
C -1.139 3.689 1.751 -1.02
C -0.806 2.691 0.846 -0.23
N -0.557 1.448 1.246 0.20
H 0.495 -7.178 1.539 0.31
H -2.154 -4.826 3.701 0.47
H -2.115 -2.412 3.135 0.62
H 1.736 -2.924 1.317 0.21
H 1.653 -5.333 1.816 0.65
H -0.700 -0.617 3.900 0.72
H -1.074 1.776 4.542 0.55
H -1.497 4.132 3.820 0.47
H -1.341 4.688 1.391 0.47
H -0.764 2.880 -0.218 0.62
O -2.813 -1.622 -1.898 -0.60
S -2.831 -0.672 -0.812 1.11
O -4.070 -0.161 -0.347 -0.66
O -1.840 0.492 -1.170 -0.70
O -1.968 -1.255 0.345 -0.31
C 1.820 -5.137 -3.840 -1.09
C 1.411 -5.160 -2.375 -0.73
N 0.510 -4.057 -1.993 0.47
C -0.942 -4.282 -2.170 -0.93
C -1.473 -3.844 -3.527 -0.98
C 0.972 -2.888 -1.594 1.16
C 2.449 -2.705 -1.408 -1.32
N 0.159 -1.849 -1.427 0.32
H 2.521 -5.948 -4.035 0.42
H 2.308 -4.199 -4.106 0.25
H 0.964 -5.272 -4.497 0.29
H 2.290 -5.137 -1.733 0.40
H 0.883 -6.083 -2.143 0.41
H -1.469 -3.771 -1.362 0.56
H -1.104 -5.349 -2.023 0.41
H -1.218 -2.808 -3.750 0.16
H -2.559 -3.908 -3.520 0.43
H -1.093 -4.477 -4.327 0.38
H 2.854 -3.389 -0.665 0.41
H 2.665 -1.684 -1.118 -0.32
H 2.965 -2.903 -2.347 0.55
H -0.802 -2.052 -1.724 -0.45

[4]
75
Properties=species:S:1:pos:R:3:mulliken_spin:R:1 method="wB97M-V/def2-TZVPD" e_homo_ev="-7.688 / -8.321" spin_multiplicity=3 energy_ha=-7999.17534 charge=0 lumo_energy_ev="-0.348 / -0.631" gap_ev="7.3 / 7.7"
Ti 0.763 -1.063 -1.672 1.16
O 2.737 -0.852 -2.438 0.00
C 2.645 -0.712 -1.225 -0.04
C 3.543 -0.386 -0.122 -0.08
C 4.878 -0.004 -0.190 0.00
C 5.524 0.339 0.986 0.00
C 4.836 0.302 2.199 0.01
C 3.504 -0.085 2.260 -0.01
C 2.851 -0.440 1.087 0.03
P 1.111 -1.017 0.923 -0.02
C 1.151 -2.709 1.596 -0.02
C -0.009 -3.474 1.460 -0.02
C -0.053 -4.776 1.928 0.00
C 1.071 -5.338 2.518 0.00
C 2.234 -4.593 2.638 0.00
C 2.275 -3.283 2.182 -0.01
C 0.268 -0.040 2.215 0.01
C -0.601 -0.604 3.144 0.00
C -1.287 0.203 4.042 0.00
C -1.099 1.577 4.029 0.00
C -0.215 2.145 3.120 0.00
C 0.462 1.344 2.215 0.00
H 5.384 0.034 -1.145 0.00
H 6.560 0.648 0.965 0.00
H 5.349 0.584 3.109 0.00
H 2.979 -0.101 3.207 0.00
H -0.876 -3.052 0.966 0.00
H -0.958 -5.359 1.816 0.00
H 1.043 -6.361 2.872 0.00
H 3.116 -5.033 3.084 0.00
H 3.191 -2.716 2.278 0.00
H -0.744 -1.676 3.177 0.00
H -1.963 -0.246 4.757 0.00
H -1.633 2.204 4.731 0.00
H -0.054 3.215 3.108 0.00
H 1.129 1.800 1.494 0.00
C -4.272 0.560 -2.798 0.00
C -2.771 0.340 -2.922 -0.01
As -1.975 -0.652 -1.440 -0.01
C -2.527 0.458 0.088 0.01
C -3.641 -0.102 0.962 0.00
C -3.160 -2.209 -1.356 0.00
C -3.224 -2.950 -2.688 0.00
H -4.636 1.178 -3.620 0.00
H -4.528 1.071 -1.869 0.00
H -4.825 -0.380 -2.826 0.00
H -2.228 1.286 -2.947 0.00
H -2.520 -0.192 -3.841 0.00
H -2.799 1.430 -0.327 0.00
H -1.630 0.627 0.676 0.00
H -4.583 -0.204 0.421 0.00
H -3.815 0.561 1.811 0.00
H -3.384 -1.084 1.366 0.00
H -4.152 -1.882 -1.042 0.00
H -2.769 -2.864 -0.575 0.00
H -3.621 -2.315 -3.481 0.00
H -3.878 -3.819 -2.610 0.00
H -2.244 -3.304 -3.003 0.00
Br -1.129 4.942 0.293 0.03
C 0.107 5.635 -0.976 0.09
C 0.276 7.009 -1.112 0.05
C 1.178 7.484 -2.055 -0.04
C 1.902 6.607 -2.856 0.04
C 1.732 5.231 -2.720 -0.03
C 0.835 4.807 -1.776 0.77
I 0.582 1.732 -1.557 0.04
H -0.291 7.689 -0.491 0.01
H 1.313 8.551 -2.166 0.00
H 2.600 6.993 -3.588 0.01
H 2.283 4.528 -3.332 0.02
F 1.889 -3.600 -2.306 0.01
B 0.547 -3.532 -2.621 0.00
F 0.356 -2.336 -3.439 0.00
F 0.023 -4.638 -3.186 0.00
F -0.130 -3.128 -1.398 0.00

[5]
79
Properties=species:S:1:pos:R:3:mulliken_charge:R:1 method="wB97M-V/def2-TZVPD" e_homo_ev="-4.051 / -4.050" spin_multiplicity=1 energy_ha=-5309.68781 charge=-1 lumo_energy_ev="2.058 / 2.058" gap_ev="6.1 / 6.1"
W 0.676 -0.462 -0.197 -0.69
O -5.036 1.461 1.624 -0.58
C -3.786 1.075 1.263 0.92
C -2.798 1.997 0.921 -0.62
C -1.564 1.510 0.563 -0.18
N -1.305 0.212 0.524 1.05
C -2.230 -0.668 0.876 0.40
C -3.495 -0.281 1.259 -1.00
C -1.717 -2.081 0.839 0.15
O -2.391 -3.015 1.230 -0.83
O -0.506 -2.123 0.407 -0.42
C -0.357 2.349 0.255 0.23
O -0.408 3.566 0.259 -0.79
O 0.692 1.628 0.063 0.26
H -5.098 2.422 1.570 0.30
H -2.957 3.068 0.942 0.46
H -4.225 -1.027 1.537 0.59
C 1.453 -3.360 2.441 -1.32
C 2.422 -3.245 1.301 0.85
C 3.622 -4.004 1.412 -0.83
C 4.482 -4.107 0.367 -1.46
C 4.083 -3.596 -0.887 1.49
C 4.785 -3.875 -2.084 -0.86
C 4.214 -3.560 -3.284 -0.97
C 2.931 -2.981 -3.333 -0.27
C 2.252 -2.632 -2.185 1.00
S 0.595 -2.131 -2.176 -0.56
C 2.874 -2.884 -0.930 -1.49
N 2.154 -2.561 0.200 0.95
H 0.442 -3.465 2.050 0.07
H 1.446 -2.487 3.086 0.13
H 1.716 -4.239 3.030 0.59
H 3.831 -4.492 2.355 0.41
H 5.418 -4.646 0.460 0.37
H 5.741 -4.380 -2.028 0.38
H 4.729 -3.794 -4.207 0.38
H 2.441 -2.829 -4.286 0.52
C 4.403 -0.496 0.458 -1.06
As 2.808 0.113 1.486 2.05
C 3.116 2.026 1.515 -1.23
C 3.665 -0.440 3.175 -1.55
S 0.743 -0.247 2.308 -0.79
H 5.160 0.280 0.585 0.60
H 4.164 -0.632 -0.586 -0.44
H 4.750 -1.418 0.919 0.47
H 3.681 2.300 0.626 0.25
H 2.168 2.549 1.515 0.22
H 3.688 2.263 2.413 0.48
H 4.706 -0.109 3.185 0.45
H 3.635 -1.527 3.250 0.28
H 3.111 -0.008 4.006 0.42
C 1.962 0.418 -3.803 -1.72
C 2.543 0.911 -2.474 1.95
C 4.072 0.858 -2.601 -1.84
C 2.138 2.372 -2.268 -1.26
O 2.227 0.125 -1.330 1.10
H 2.281 1.108 -4.591 0.53
H 0.880 0.384 -3.789 0.10
H 2.341 -0.572 -4.046 0.22
H 4.395 1.429 -3.474 0.44
H 4.409 -0.174 -2.719 0.32
H 4.547 1.281 -1.714 0.30
H 2.551 2.970 -3.085 0.64
H 2.517 2.755 -1.321 0.09
H 1.057 2.482 -2.261 -0.25
I -2.981 2.995 -7.777 0.03
C -2.486 2.023 -5.988 -0.02
C -1.816 2.726 -4.998 -0.75
C -1.478 2.072 -3.823 0.42
C -1.827 0.739 -3.634 -0.11
C -2.518 0.061 -4.627 -0.55
C -2.839 0.694 -5.820 -0.60
C -1.470 0.009 -2.363 -0.27
O -2.169 -0.910 -1.971 -0.60
O -0.385 0.457 -1.813 0.62
H -1.554 3.766 -5.141 0.40
H -0.943 2.594 -3.042 0.16
H -2.796 -0.971 -4.453 0.49
H -3.359 0.160 -6.603 0.37

[6]
73
Properties=species:S:1:pos:R:3:mulliken_charge:R:1 method="wB97M-V/def2-TZVPD" e_homo_ev=-12.254 spin_multiplicity=1 energy_ha=-1786.39807 charge=+2 lumo_energy_ev=-7.620 gap_ev=4.6
C 9.897 1.361 1.459 -1.16
C 8.700 1.857 0.654 -0.31
O 8.125 3.034 1.185 -0.30
C 8.751 4.231 0.758 -0.81
C 7.690 5.311 0.715 -0.69
C 6.744 5.092 -0.459 -1.05
C 5.339 5.677 -0.258 -0.75
C 4.712 5.186 1.051 -0.55
N 3.354 4.598 0.918 0.12
C 3.012 3.601 1.753 -0.24
C 1.758 3.023 1.723 -0.70
C 0.818 3.486 0.808 0.65
C -0.530 2.861 0.785 0.62
C -1.351 2.961 1.905 -0.68
C -2.601 2.364 1.891 -0.35
N -2.994 1.689 0.805 0.30
O -4.239 1.131 0.799 -0.46
B -4.209 -0.275 1.237 0.60
O -4.510 -1.221 0.318 -0.36
O -3.995 -0.541 2.555 -0.47
C -2.244 1.586 -0.302 -0.34
C -0.990 2.169 -0.330 -0.72
C 1.188 4.504 -0.056 -0.80
C 2.462 5.042 0.032 -0.18
H 10.838 1.735 1.060 0.30
H 9.951 0.279 1.422 0.38
H 9.812 1.703 2.485 0.29
H 7.940 1.079 0.668 0.33
H 8.982 1.983 -0.393 0.36
H 9.245 4.109 -0.205 0.47
H 9.503 4.523 1.494 0.38
H 7.198 5.266 1.686 0.28
H 8.178 6.279 0.658 0.48
H 6.670 4.043 -0.734 0.33
H 7.159 5.606 -1.323 0.47
H 4.738 5.439 -1.132 0.58
H 5.449 6.757 -0.221 0.40
H 4.688 5.987 1.783 0.25
H 5.339 4.410 1.476 0.43
H 3.757 3.258 2.451 0.47
H 1.527 2.228 2.411 0.53
H -1.032 3.506 2.777 0.56
H -3.279 2.419 2.725 0.50
H -3.737 -1.692 -0.013 0.30
H -3.080 -0.688 2.814 0.33
H -2.662 1.037 -1.129 0.59
H -0.376 2.094 -1.212 0.55
H 0.486 4.897 -0.771 0.54
H 2.739 5.844 -0.630 0.52
C -6.036 -2.969 -3.275 -0.53
C -7.226 -2.758 -2.582 -0.52
C -7.748 -3.758 -1.780 -0.62
C -7.089 -4.976 -1.672 0.26
C -5.906 -5.194 -2.379 0.26
C -5.379 -4.183 -3.175 -0.64
C -5.200 -6.506 -2.309 0.56
O -4.161 -6.680 -2.913 -0.66
C -5.804 -7.584 -1.481 0.22
C -5.194 -8.831 -1.443 -0.57
C -5.737 -9.842 -0.667 -0.48
C -6.887 -9.609 0.080 -0.49
C -7.501 -8.368 0.045 -0.57
C -6.968 -7.354 -0.741 0.20
C -7.659 -6.037 -0.789 0.55
O -8.655 -5.822 -0.133 -0.64
H -5.627 -2.185 -3.899 0.47
H -7.743 -1.812 -2.670 0.45
H -8.670 -3.601 -1.236 0.50
H -4.459 -4.358 -3.716 0.49
H -4.300 -9.007 -2.024 0.47
H -5.266 -10.815 -0.644 0.41
H -7.306 -10.399 0.688 0.41
H -8.397 -8.183 0.620 0.48